i | Density functional theory data (ωB97M-V with the def2-TZVPD basis set) for an isolated molecule of F2H4SSi2.

```
! wB97M-V def2-TZVPD RIJCOSX def2/J DEFGRID3
* xyz 0 1
F 1.008 0.634 2.284
Si 1.617 -0.731 1.634
S 1.392 -0.639 -0.444
Si -0.380 -1.838 -1.184
F -0.086 -1.817 -2.730
H 3.151 -0.640 2.079
H 0.961 -1.868 2.186
H -1.685 -1.447 -1.082
H -0.050 -3.240 -0.596
*
```

Results
HOMO-LUMO gap = 0.392 hartree
SMILES = F[SiH2]S[SiH2]F
M = 130.27 g/mol

Mulliken atomic charge list, values in e, 8 entries: atom 1 (F): -0.274, atom 2 (Si): 0.565, atom 3 (S): -0.248, atom 4 (Si): 0.517, atom 5 (F): -0.212, atom 6 (H): -0.080, atom 7 (H): -0.120, atom 8 (H): -0.089

***

ii | Density functional theory data (ωB97M-V with the def2-TZVPD basis set) for a cluster of 2 separate species, F2H4SSi2 in total.

```
! wB97M-V def2-TZVPD RIJCOSX def2/J DEFGRID3
* xyz 0 1
F 3.997 -1.269 1.150
F 3.886 -0.992 -1.359
Si -1.007 -0.596 0.375
Si 3.096 -0.542 0.007
S 3.462 1.675 0.198
H -1.717 -0.251 1.674
H -0.436 0.534 -0.492
H -1.786 -1.786 -0.415
H 3.761 2.074 -1.050
*
```

Results
HOMO-LUMO gap (alpha / beta) = 0.221 / 0.288 hartree
M = 130.27 g/mol

Mulliken atomic charge list, values in e, 8 entries: atom 1 (F): -0.252, atom 2 (F): -0.270, atom 3 (Si): 0.151, atom 4 (Si): 0.565, atom 5 (S): -0.294, atom 6 (H): -0.024, atom 7 (H): -0.025, atom 8 (H): -0.014

***

Most stable structure: i

***

i | Density functional theory data (ωB97M-V with the def2-TZVPD basis set) for an isolated molecule of C2H4N6.

```
! wB97M-V def2-TZVPD RIJCOSX def2/J DEFGRID3
* xyz 0 1
N -2.325 -0.789 0.053
N -1.513 0.003 0.796
C -0.293 0.345 0.393
N 0.501 1.134 1.268
N 1.716 1.323 0.907
C 2.281 0.510 -0.154
N 1.534 -0.165 -0.926
N 0.179 0.145 -0.914
H -3.227 -0.893 0.440
H -1.900 -1.717 -0.052
H 3.387 0.442 -0.152
H -0.338 -0.336 -1.659
*
```

Results
HOMO-LUMO gap = 0.274 hartree
SMILES = N/N=c1/nncn[nH]1
M = 112.10 g/mol

Mulliken atomic charge list, values in e, 8 entries: atom 1 (N): -0.511, atom 2 (N): -0.239, atom 3 (C): 0.413, atom 4 (N): -0.074, atom 5 (N): -0.337, atom 6 (C): 0.102, atom 7 (N): -0.475, atom 8 (N): -0.063

***

ii | Density functional theory data (ωB97M-V with the def2-TZVPD basis set) for an isolated molecule of C2H4N6.

```
! wB97M-V def2-TZVPD RIJCOSX def2/J DEFGRID3
* xyz 0 1
H -2.286 -1.606 -0.276
N -2.816 -0.743 -0.046
C -2.073 0.301 0.052
N -0.670 0.274 0.005
N 0.101 1.372 -0.042
N 1.328 1.137 0.004
C 1.498 -0.267 -0.005
N 2.544 -0.968 -0.007
H 3.290 -0.276 -0.040
N 0.199 -0.805 -0.038
H -2.405 1.282 0.231
H 0.052 -1.466 0.678
*
```

Results
HOMO-LUMO gap = 0.329 hartree
SMILES = [H]/N=C\n1nn/c(=N\[H])[nH]1
M = 112.10 g/mol

Mulliken atomic charge list, values in e, 8 entries: atom 1 (H): 0.261, atom 2 (N): -0.614, atom 3 (C): 0.137, atom 4 (N): 0.709, atom 5 (N): -0.483, atom 6 (N): -0.336, atom 7 (C): 0.399, atom 8 (N): -0.613

***

Most stable structure: ii

***

i | Density functional theory data (ωB97M-V with the def2-TZVPD basis set) for a structure of composition C32H29N7O6S2Sn.

```
! wB97M-V def2-TZVPD RIJCOSX def2/J DEFGRID3
* xyz 0 1
Sn -0.377 0.825 0.174
O -3.908 5.434 2.488
C -3.121 4.469 1.975
C -1.831 4.731 1.507
C -1.108 3.675 1.001
N -1.631 2.461 0.954
C -2.849 2.186 1.402
C -3.644 3.175 1.931
C -3.228 0.711 1.264
O -4.293 0.330 1.694
O -2.324 -0.001 0.667
C 0.320 3.760 0.470
O 0.882 4.832 0.446
O 0.801 2.619 0.085
H -3.450 6.281 2.471
H -1.388 5.719 1.530
H -4.635 2.950 2.296
C 3.419 -2.735 3.504
C 3.301 -1.352 4.127
N 1.971 -0.756 3.954
C 1.040 -0.824 5.085
C 0.138 -2.047 5.066
C 1.666 -0.166 2.798
S 0.066 0.514 2.644
N 2.677 -0.029 1.934
C 2.590 0.193 0.643
O 1.553 0.012 -0.076
C 3.822 0.617 -0.060
C 3.709 1.262 -1.288
C 4.850 1.696 -1.942
C 6.100 1.469 -1.385
C 6.214 0.818 -0.163
C 5.076 0.399 0.504
H 4.444 -3.095 3.603
H 3.167 -2.701 2.444
H 2.761 -3.455 3.990
H 4.025 -0.676 3.678
H 3.489 -1.391 5.200
H 0.441 0.084 5.101
H 1.652 -0.813 5.987
H -0.492 -2.042 4.178
H -0.515 -2.036 5.939
H 0.717 -2.970 5.087
H 2.728 1.443 -1.704
H 4.763 2.217 -2.887
H 6.990 1.803 -1.902
H 7.190 0.642 0.269
H 5.144 -0.102 1.460
S -0.979 1.348 -2.143
C -1.600 -0.235 -2.584
N -2.399 -0.469 -3.565
N -2.889 0.556 -4.231
C -3.761 0.364 -5.307
C -4.338 1.485 -5.897
C -5.185 1.333 -6.982
C -5.469 0.070 -7.481
C -4.892 -1.041 -6.883
C -4.037 -0.908 -5.801
N -1.169 -1.419 -1.964
N -0.600 -1.295 -0.874
C -0.073 -2.505 -0.331
C 0.654 -3.373 -1.133
C 1.170 -4.530 -0.573
C 0.951 -4.817 0.766
C 0.221 -3.940 1.557
C -0.287 -2.769 1.015
H -2.720 1.497 -3.892
H -4.120 2.472 -5.507
H -5.627 2.210 -7.437
H -6.132 -0.046 -8.327
H -5.107 -2.031 -7.264
H -3.586 -1.771 -5.334
H 0.811 -3.132 -2.175
H 1.743 -5.212 -1.188
H 1.351 -5.727 1.195
H 0.038 -4.174 2.596
H -0.880 -2.078 1.601
*
```

Results
HOMO-LUMO gap = 0.260 hartree
M = 790.47 g/mol

Mulliken atomic charge list, values in e, 8 entries: atom 1 (Sn): 1.670, atom 2 (O): -0.532, atom 3 (C): 1.049, atom 4 (C): -0.524, atom 5 (C): -0.134, atom 6 (N): 0.103, atom 7 (C): 0.287, atom 8 (C): -0.792

***

ii | Density functional theory data (ωB97M-V with the def2-TZVPD basis set) for a structure of composition C32H29N7O6S2Sn.

```
! wB97M-V def2-TZVPD RIJCOSX def2/J DEFGRID3
* xyz 0 1
Sn 0.931 0.628 0.098
O -4.315 -2.582 -0.096
C -3.148 -1.912 -0.082
C -2.209 -2.034 -1.111
C -1.043 -1.313 -0.997
N -0.832 -0.570 0.071
C -1.710 -0.406 1.045
C -2.913 -1.069 1.008
C -1.227 0.554 2.131
O -1.928 0.769 3.089
O -0.044 1.064 1.903
C 0.086 -1.258 -2.020
O 0.000 -1.927 -3.024
O 1.072 -0.469 -1.697
H -4.368 -3.146 -0.876
H -2.374 -2.662 -1.977
H -3.646 -0.949 1.793
C -0.777 5.871 2.318
C -0.154 6.174 0.963
N 0.890 5.216 0.574
C 2.283 5.611 0.798
C 2.801 5.219 2.175
C 0.543 4.012 0.108
S 1.856 2.923 -0.283
N -0.770 3.803 -0.001
C -1.283 2.730 -0.591
O -0.658 1.745 -1.066
C -2.774 2.683 -0.676
C -3.381 1.638 -1.368
C -4.761 1.548 -1.424
C -5.545 2.501 -0.786
C -4.945 3.547 -0.100
C -3.563 3.642 -0.047
H -1.495 6.652 2.574
H -0.024 5.835 3.105
H -1.296 4.915 2.295
H 0.315 7.158 0.970
H -0.919 6.175 0.189
H 2.325 6.692 0.666
H 2.904 5.178 0.017
H 2.274 5.754 2.964
H 3.862 5.454 2.255
H 2.676 4.148 2.337
H -2.757 0.907 -1.867
H -5.230 0.736 -1.966
H -6.624 2.429 -0.827
H -5.555 4.289 0.398
H -3.081 4.448 0.487
S 3.218 0.275 0.824
C 3.547 -1.395 0.390
N 4.743 -1.691 0.032
N 5.034 -2.973 -0.319
C 4.329 -3.721 -1.300
C 4.642 -5.070 -1.419
C 4.021 -5.847 -2.386
C 3.081 -5.291 -3.239
C 2.779 -3.939 -3.126
C 3.398 -3.153 -2.168
N 2.601 -2.434 0.536
N 1.450 -2.078 0.821
C 0.544 -3.185 0.927
C 0.567 -4.209 -0.014
C -0.368 -5.227 0.080
C -1.302 -5.230 1.109
C -1.305 -4.209 2.050
C -0.388 -3.173 1.955
H 6.032 -3.084 -0.386
H 5.360 -5.511 -0.738
H 4.271 -6.898 -2.460
H 2.588 -5.901 -3.984
H 2.045 -3.482 -3.775
H 3.142 -2.103 -2.109
H 1.297 -4.187 -0.813
H -0.363 -6.022 -0.654
H -2.025 -6.032 1.181
H -2.026 -4.214 2.857
H -0.381 -2.368 2.680
*
```

Results
HOMO-LUMO gap = 0.257 hartree
M = 790.47 g/mol

Mulliken atomic charge list, values in e, 8 entries: atom 1 (Sn): 1.616, atom 2 (O): -0.621, atom 3 (C): 0.470, atom 4 (C): -0.454, atom 5 (C): 0.000, atom 6 (N): 1.399, atom 7 (C): 0.154, atom 8 (C): -1.102

***

Most stable structure: i

***

i | Density functional theory data (ωB97M-V with the def2-TZVPD basis set) for a cluster of 2 separate species, C6H8N2S in total.

```
! wB97M-V def2-TZVPD RIJCOSX def2/J DEFGRID3
* xyz 0 1
H 2.406 1.526 -0.864
N 1.884 1.179 -0.080
C 2.252 1.008 1.128
N 1.450 0.605 2.107
C 0.400 0.017 2.262
C -0.539 -0.818 2.566
H 3.280 1.387 1.648
H -0.547 -1.608 3.220
H -1.476 -0.466 2.129
C -2.039 0.159 -1.524
C -0.951 -0.679 -2.201
C 0.286 -0.854 -1.800
S 1.584 -1.580 -1.372
H -2.274 -0.083 -0.491
H -2.898 0.115 -2.145
H -1.561 1.244 -1.486
H -1.257 -1.150 -3.094
*
```

Results
HOMO-LUMO gap = 0.295 hartree
SMILES = [H]/N=C/N=C=C.CC=C=S
M = 140.21 g/mol

Mulliken atomic charge list, values in e, 8 entries: atom 1 (H): 0.194, atom 2 (N): -0.455, atom 3 (C): 0.038, atom 4 (N): -0.315, atom 5 (C): 0.763, atom 6 (C): -0.997, atom 7 (H): 0.264, atom 8 (H): 0.342

***

ii | Density functional theory data (ωB97M-V with the def2-TZVPD basis set) for an isolated molecule of C6H8N2S.

```
! wB97M-V def2-TZVPD RIJCOSX def2/J DEFGRID3
* xyz 0 1
C 1.677 2.376 1.743
C 1.366 1.322 0.788
S -0.007 1.014 -0.032
C -1.396 0.635 -1.560
C -2.612 1.030 -1.066
N -3.602 1.467 -0.634
C -0.721 -0.799 -1.613
C -1.500 -1.973 -1.167
N 0.519 -0.388 -0.913
H 2.679 2.684 1.539
H 1.701 1.879 2.734
H 1.186 3.376 1.674
H -0.399 -0.966 -2.657
H -0.927 -2.704 -1.717
H -2.532 -1.947 -1.598
H -1.366 -1.984 -0.028
H 0.959 -1.054 -0.314
*
```

Results
HOMO-LUMO gap (alpha / beta) = 0.241 / 0.253 hartree
SMILES = CC#S1=C(C#N)[C@H](C)N1
M = 140.21 g/mol

Mulliken atomic charge list, values in e, 8 entries: atom 1 (C): -0.808, atom 2 (C): -0.245, atom 3 (S): 0.237, atom 4 (C): -0.373, atom 5 (C): 0.309, atom 6 (N): -0.463, atom 7 (C): 0.319, atom 8 (C): -0.957

***

Most stable structure: i

***

i | Density functional theory data (ωB97M-V with the def2-TZVPD basis set) for a structure of composition C19H19AlBr2CsF10NNaO11SV.

```
! wB97M-V def2-TZVPD RIJCOSX def2/J DEFGRID3
* xyz 2 1
C 3.705 0.538 -0.967
C 2.441 0.781 -1.858
N 1.587 -0.187 -1.933
C 2.167 2.157 -2.608
C 0.831 2.758 -2.038
C -0.311 2.948 -2.813
C -1.602 3.543 -2.080
O -2.403 4.290 -2.626
C -1.779 3.002 -0.589
S -3.456 2.583 0.064
O -4.441 3.562 -0.342
O -3.348 2.526 1.521
C -3.818 0.857 -0.546
F -3.232 -0.048 0.177
F -3.209 0.775 -1.880
C -5.399 0.504 -0.724
F -5.995 0.232 0.455
F -5.474 -0.761 -1.474
F -6.094 1.400 -1.445
C -0.662 2.833 0.169
C 0.720 3.186 -0.517
O 1.644 3.695 0.054
H 3.861 1.378 -0.224
H 4.592 0.410 -1.656
H 3.636 -0.402 -0.363
H 0.784 0.091 -2.515
H 3.046 2.887 -2.520
H 1.961 1.872 -3.689
H -0.391 2.667 -3.910
H -0.717 2.461 1.228
Na -0.243 1.597 -5.437
Br -0.361 5.493 -1.728
Cs -4.037 -1.288 -3.267
Br 2.071 -2.234 -1.373
C -4.255 -0.595 3.539
C -3.594 0.075 4.695
O -2.821 -0.851 5.448
C -1.603 -1.133 4.960
O -1.148 -0.666 3.954
C -0.870 -2.103 5.888
F -1.650 -3.122 6.279
F -0.445 -1.485 7.005
F 0.212 -2.644 5.307
H -4.846 -1.452 3.872
H -4.908 0.098 3.009
H -3.492 -0.989 2.821
H -4.384 0.479 5.388
H -2.978 0.925 4.377
O -5.255 -0.954 -7.775
V -6.282 -1.798 -8.871
O -7.294 -2.631 -9.953
F -5.884 -0.322 5.816
Al 4.199 3.489 -4.078
C 7.834 -2.675 -0.645
C 6.774 -2.530 0.423
C 6.496 -3.795 1.178
O 5.133 -3.610 1.576
C 4.564 -2.809 0.659
O 3.372 -2.617 0.571
O 5.488 -2.245 -0.156
H 8.780 -3.011 -0.218
H 7.519 -3.383 -1.416
H 7.999 -1.719 -1.147
H 7.030 -1.708 1.098
H 7.143 -3.915 2.046
H 6.557 -4.695 0.560
F -3.305 -1.788 1.181
*
```

Results
HOMO-LUMO gap = 0.041 hartree
M = 1053.03 g/mol

Mulliken atomic charge list, values in e, 8 entries: atom 1 (C): -1.220, atom 2 (C): 1.051, atom 3 (N): -0.559, atom 4 (C): -0.282, atom 5 (C): 1.540, atom 6 (C): -0.111, atom 7 (C): -0.668, atom 8 (O): -0.598

***

ii | Density functional theory data (ωB97M-V with the def2-TZVPD basis set) for a structure of composition C19H19AlBr2CsF10NNaO11SV.

```
! wB97M-V def2-TZVPD RIJCOSX def2/J DEFGRID3
* xyz 2 1
C -2.666 1.019 -2.272
C -1.839 -0.185 -2.488
N -0.554 -0.133 -2.503
C -2.498 -1.547 -2.641
C -2.145 -2.447 -1.512
C -1.525 -3.635 -1.492
C -1.338 -4.323 -0.140
O -1.285 -5.511 -0.010
C -1.084 -3.319 0.965
S 0.032 -3.613 2.302
O 0.010 -4.961 2.746
O -0.214 -2.596 3.272
C 1.717 -3.209 1.624
F 1.901 -1.940 1.610
F 1.701 -3.631 0.271
C 2.927 -3.951 2.337
F 3.196 -3.437 3.477
F 4.093 -3.757 1.572
F 2.760 -5.233 2.406
C -1.697 -2.144 0.942
C -2.618 -1.889 -0.191
O -3.632 -1.230 -0.138
H -3.398 0.832 -1.486
H -3.161 1.282 -3.211
H -2.070 1.878 -1.977
H -0.101 -1.035 -2.615
H -3.612 -1.445 -2.630
H -2.116 -1.986 -3.568
H -1.095 -4.158 -2.341
H -1.540 -1.390 1.703
Na -0.050 -4.457 -3.938
Br -3.986 -4.426 -0.218
Cs 4.110 -3.769 -0.824
Br 0.405 1.445 -2.678
C 2.359 -0.004 4.584
C 1.218 0.695 5.174
O 1.324 2.104 5.071
C 0.944 2.628 3.913
O 0.523 2.033 2.965
C 1.082 4.164 3.963
F 2.247 4.529 4.485
F 0.100 4.678 4.710
F 0.988 4.673 2.737
H 3.310 0.349 4.987
H 2.286 -1.078 4.742
H 2.394 0.210 3.439
H 1.221 0.447 6.336
H 0.257 0.364 4.762
O 5.395 -7.373 -3.372
V 6.828 -8.166 -3.786
O 8.205 -8.929 -4.191
F 2.483 0.354 7.280
Al -5.226 -1.835 -4.080
C -2.579 6.400 -4.520
C -2.042 6.122 -3.142
C -0.797 6.899 -2.771
O -0.159 6.001 -1.836
C -0.533 4.768 -2.142
O -0.024 3.775 -1.683
O -1.549 4.750 -3.022
H -2.824 7.455 -4.627
H -1.849 6.124 -5.282
H -3.479 5.816 -4.708
H -2.824 6.256 -2.393
H -1.007 7.854 -2.301
H -0.122 7.052 -3.614
F 3.228 -0.214 1.968
*
```

Results
HOMO-LUMO gap = 0.041 hartree
M = 1053.03 g/mol

Mulliken atomic charge list, values in e, 8 entries: atom 1 (C): -1.305, atom 2 (C): 0.974, atom 3 (N): -0.261, atom 4 (C): -0.971, atom 5 (C): 2.254, atom 6 (C): -0.696, atom 7 (C): -1.092, atom 8 (O): -0.516

***

Most stable structure: ii

***

i | Density functional theory data (ωB97M-V with the def2-TZVPD basis set) for a cluster of 2 separate species, C3H9FNO2P in total.

```
! wB97M-V def2-TZVPD RIJCOSX def2/J DEFGRID3
* xyz 0 1
C 2.266 0.055 0.329
C -2.586 -0.872 -0.616
C 1.443 -0.955 -0.394
N 2.141 1.299 -0.423
O -0.844 1.391 -0.510
O -1.146 -0.106 1.499
F 2.108 -2.054 -0.636
P -1.801 0.523 0.148
H 3.207 -0.446 0.442
H 2.005 0.320 1.304
H -3.445 -1.153 -0.073
H -2.665 -0.873 -1.628
H 0.426 -1.129 -0.624
H 1.973 1.225 -1.400
H -1.753 -0.499 2.096
H 1.553 2.032 -0.028
H -2.882 1.242 0.514
*
```

Results
HOMO-LUMO gap (alpha / beta) = 0.324 / 0.192 hartree
M = 141.08 g/mol

Mulliken atomic charge list, values in e, 8 entries: atom 1 (C): -0.208, atom 2 (C): -0.764, atom 3 (C): -0.159, atom 4 (N): -0.594, atom 5 (O): -0.531, atom 6 (O): -0.444, atom 7 (F): -0.272, atom 8 (P): 0.687

***

ii | Density functional theory data (ωB97M-V with the def2-TZVPD basis set) for a cluster of 2 separate species, C3H9FNO2P in total.

```
! wB97M-V def2-TZVPD RIJCOSX def2/J DEFGRID3
* xyz 0 1
C -1.848 -0.319 0.609
C 0.550 0.812 -1.662
C -0.932 0.858 0.632
N -1.326 -1.537 1.162
O 1.266 -1.417 -0.169
O 2.540 0.759 0.129
F -1.506 2.055 0.487
P 1.733 -0.212 -0.872
H -2.209 -0.516 -0.405
H -2.731 -0.022 1.203
H -0.168 0.352 -2.317
H 0.787 1.847 -1.825
H -0.083 0.898 1.302
H -0.630 -1.943 0.542
H 2.691 0.262 0.937
H -0.867 -1.367 2.051
H 2.734 -0.511 -1.804
*
```

Results
HOMO-LUMO gap (alpha / beta) = 0.276 / 0.344 hartree
M = 141.08 g/mol

Mulliken atomic charge list, values in e, 8 entries: atom 1 (C): -0.260, atom 2 (C): -0.760, atom 3 (C): -0.175, atom 4 (N): -0.613, atom 5 (O): -0.618, atom 6 (O): -0.522, atom 7 (F): -0.273, atom 8 (P): 0.628

***

Most stable structure: ii